Molecular formula: C17H24IrN4O7SeSi
Method: DFT, ωB97M-V with the def2-TZVPD basis set

The value obtained for the frontier orbital gap is 7.84 eV. Its HOMO energy is -5.720 eV. The energy relative to the best compared isomer or geometry (same formula, charge and spin) comes out at 0.331 eV. Its charge is -1.

Element x y z (Å)
H (-2.767466, 3.144446, 1.721504)
C (1.124195, 3.445934, 1.556852)
O (-2.460052, -0.864846, -0.175564)
H (-0.123563, -3.201826, 0.936132)
N (-0.733769, -2.859274, 0.202800)
C (-0.043031, 2.433276, -0.042511)
O (-0.252163, -1.869689, -2.151659)
H (-1.589151, 0.191695, 4.604438)
O (-0.098460, 0.790471, 6.439135)
C (0.856900, 0.813388, 5.640135)
H (-1.896600, -1.122746, -4.694515)
O (2.045519, 1.149310, 5.786812)
H (2.509713, 0.338133, 3.461881)
H (-2.556745, 1.553550, 0.929250)
H (-2.505832, -3.919248, -0.231918)
C (-2.322967, 2.611440, 0.884980)
C (-1.136577, -0.206398, 2.537867)
C (1.936501, -0.638552, -3.674328)
H (3.232752, 3.048048, 0.078533)
Ir (-0.415126, -0.867166, -0.369051)
H (-0.640577, 3.759638, 2.850074)
H (-0.583472, -0.485734, -5.698308)
C (2.378292, 2.746182, -0.520438)
H (-0.348666, -3.813346, -4.496149)
H (2.509330, 1.722327, -0.858428)
H (-1.105899, 0.394983, -4.260315)
C (0.495611, 0.353161, 4.201795)
C (-0.822924, 0.109651, 3.844785)
C (1.466212, 0.189339, 3.221768)
Si (0.309386, -1.571769, -3.637531)
O (3.307439, -0.257492, 1.091988)
N (-0.199721, -0.292787, 1.583244)
Se (-0.478336, 1.394344, -1.539098)
H (-2.712106, 2.997867, -0.054371)
N (1.185413, 2.848342, 0.314673)
H (-0.429987, -3.261716, -0.686540)
C (-2.157972, -3.151122, 0.458490)
H (-2.157787, -0.364183, 2.219799)
C (0.577682, -3.232832, -4.481068)
N (-0.881742, 2.824270, 0.925743)
C (-0.169633, 3.421912, 1.944121)
H (2.273336, 3.401300, -1.383819)
O (-4.243921, -2.030900, 0.479841)
C (-3.054325, -1.932776, 0.240105)
H (2.002428, 3.806105, 2.061752)
C (-0.934363, -0.604803, -4.668475)
O (1.636042, -0.638740, -0.334556)
C (1.095799, -0.144850, 1.934858)
H (1.803841, 0.398102, -3.356623)
H (-2.304227, -3.524325, 1.469211)
H (2.351598, -0.638366, -4.687256)
C (2.121255, -0.367530, 0.836690)
H (1.333571, -3.815078, -3.947116)
H (0.915984, -3.111092, -5.514037)
H (2.658364, -1.098027, -2.995579)

Cartesian forces, eV/Å:
0.002 -0.050 0.029
0.013 0.006 -0.060
-0.026 -0.081 -0.316
-0.080 -0.031 0.065
0.702 0.039 -0.040
0.222 0.051 -0.179
-0.411 0.083 0.026
0.011 -0.004 -0.002
0.075 0.048 -0.078
0.034 -0.053 0.061
0.011 0.012 0.005
-0.113 0.009 -0.013
-0.004 -0.013 0.000
0.001 -0.160 0.019
0.009 -0.053 0.060
0.030 0.089 -0.019
-0.063 0.186 -0.098
0.024 -0.003 0.014
0.010 -0.031 0.007
-0.186 0.447 -0.096
0.021 -0.016 -0.003
-0.004 0.004 0.009
-0.020 -0.075 0.052
0.016 0.005 0.007
-0.015 -0.083 0.017
-0.004 -0.022 -0.007
0.016 0.025 0.032
-0.029 0.022 -0.004
0.045 0.053 -0.010
-0.041 0.033 0.006
0.034 0.114 -0.023
0.085 0.052 0.116
-0.031 -0.185 0.229
0.003 0.025 0.016
-0.018 -0.033 0.120
0.009 -0.011 -0.047
-0.038 -0.076 -0.185
-0.029 -0.035 -0.069
-0.006 -0.013 0.002
-0.068 -0.168 0.155
-0.047 0.082 -0.019
0.012 0.002 0.013
-0.009 -0.033 0.023
0.031 0.121 0.034
-0.014 -0.014 0.005
0.000 0.005 -0.019
-0.114 -0.456 0.193
-0.042 0.011 0.002
-0.005 -0.024 0.002
0.006 0.074 0.049
0.013 0.007 0.014
0.007 0.103 -0.083
-0.016 0.003 -0.007
-0.003 0.008 0.013
-0.005 0.002 -0.017